Here is a structure of composition C8H24AlO24S4Y2 at a distorted geometry from the Open Molecules 2025 dataset. Energies are from the ωB97M-V functional and the def2-TZVPD basis.

E: -4036.57413 hartree
LUMO: -8.526 eV
charge: +1
HOMO-LUMO gap: 2.69 eV
HOMO level: -11.2 eV

Cartesian coordinates (Å):
Y  -5.48193  -9.60478  7.50356
Y  -4.39513  -4.78431  6.47969
Al  -9.34709  -5.65747  8.36439
S  -9.07849  -9.57437  7.71368
O  -9.72593  -10.75070  8.23683
O  -7.65159  -9.83563  7.75214
O  -9.56206  -9.37420  6.37208
O  -9.49798  -8.42151  8.48437
S  -7.09109  -2.54591  7.21029
O  -7.93177  -1.89085  6.17936
O  -6.21736  -1.56769  7.88482
O  -7.87891  -3.35157  8.17185
O  -6.20869  -3.54292  6.60547
S  -6.94181  -6.86076  5.24958
O  -6.03606  -5.71371  5.20855
O  -6.96928  -7.33187  3.83216
O  -6.41382  -7.98657  6.04043
O  -8.14958  -6.48985  5.93661
S  -5.77167  -6.59856  9.26604
O  -5.50751  -5.87250  8.00404
O  -4.87511  -6.14531  10.28414
O  -7.07466  -6.23121  9.77920
O  -5.68007  -7.98098  8.91835
C  -4.79898  -11.21811  10.42748
C  -3.44568  -11.24417  9.64984
O  -3.26880  -10.10202  8.79982
O  -5.84883  -10.74611  9.49146
H  -4.61029  -10.41358  11.13826
H  -4.99347  -12.07507  11.07236
H  -3.26276  -12.06189  8.95274
H  -2.62447  -11.14198  10.35925
H  -2.42165  -10.25956  8.37662
H  -6.66405  -11.17707  9.75850
C  -6.26622  -4.03285  12.65112
C  -6.45303  -3.66976  14.10190
O  -6.95155  -2.29878  14.23181
O  -6.20837  -5.51575  12.52752
H  -5.34139  -3.54344  12.34573
H  -7.09269  -3.67532  12.03693
H  -5.50122  -3.74925  14.62711
H  -7.04348  -4.38077  14.67976
H  -7.38311  -2.20619  15.08433
H  -6.02736  -5.89101  11.66264
C  -2.32726  -4.17978  8.97737
C  -3.40955  -3.10289  9.05576
O  -3.88068  -2.76419  7.79100
O  -2.92761  -5.33190  8.41673
H  -2.03330  -4.41433  10.00044
H  -1.42611  -3.80364  8.49307
H  -3.28973  -2.18003  9.62327
H  -4.21234  -3.54304  9.64727
H  -4.52975  -2.05890  7.84479
H  -3.39980  -5.73352  9.14976
C  -2.04219  -7.12563  12.27745
C  -1.99491  -7.86597  10.85742
O  -0.75518  -7.49969  10.26647
O  -3.44130  -6.93463  12.62841
H  -1.50995  -6.17468  12.30024
H  -1.41706  -7.71756  12.94599
H  -2.74245  -7.50766  10.14967
H  -2.15842  -8.92912  11.03368
H  -0.45322  -8.17043  9.64960
H  -3.86051  -6.54244  11.85896

Force components x, y, z for each atom (eV/Å):
-3.3 2.7 0.0
-3.9 1.0 1.1
2.4 -0.5 -0.9
-3.2 -1.2 -1.7
-0.4 -0.6 1.0
4.1 -0.2 0.2
0.3 0.3 -1.2
0.3 2.3 1.9
-1.5 2.5 -1.7
1.1 -1.2 1.8
-0.6 -0.3 0.5
-1.2 -0.6 1.5
2.8 -1.8 -1.8
-1.1 -1.7 -5.3
3.6 1.8 1.3
-1.0 0.7 2.7
3.4 -3.2 2.7
-1.9 0.9 0.7
-2.6 4.6 0.4
0.8 0.3 -1.1
3.1 -0.4 0.4
-2.2 -0.5 -1.0
1.1 -4.4 -0.6
1.8 2.2 -0.9
0.0 -0.9 0.5
-1.5 1.0 -1.0
1.4 -1.7 1.0
-0.5 0.3 0.1
-0.4 -0.4 -0.9
-0.4 -0.7 0.7
-0.2 -0.7 0.3
0.2 0.3 -0.2
-0.7 0.2 -0.3
-0.3 -1.8 -0.8
0.0 0.5 1.4
0.4 -1.2 -0.6
-0.2 1.5 1.8
0.1 -0.2 -0.4
0.0 0.2 0.1
0.4 0.2 -0.2
-0.7 0.0 -0.5
0.0 -0.1 0.0
-0.1 1.1 -0.1
0.0 2.1 1.5
-0.6 -0.1 1.9
1.4 -1.7 -2.0
0.8 0.1 -1.9
0.1 0.0 0.0
-0.1 -0.6 -0.6
1.3 0.0 0.0
-0.4 -0.4 -0.1
-1.4 0.7 -0.1
-0.8 -0.5 0.5
-1.3 -0.3 -1.8
0.5 1.8 1.1
0.5 -0.5 0.0
1.9 -0.9 0.6
-0.1 0.3 -0.7
-0.9 -0.4 0.5
-0.6 -0.1 0.5
0.3 -0.2 -0.1
0.1 0.0 0.0
-0.2 0.2 0.0